Record 1
The following is a quantum chemistry calculation of a structure of composition C63H62BiN6Sb2, from OMol25.

Properties
ΔE to the lowest compared entry with this formula, charge and spin, eV: 0.000

```
! wB97M-V def2-TZVPD RIJCOSX def2/J DEFGRID3
* xyz 1 1
Bi 0.764 0.279 -1.227
C 1.765 2.193 -5.194
C 0.848 1.633 -6.086
C -0.201 0.892 -5.600
C -0.352 0.694 -4.220
N 0.580 1.194 -3.380
C 1.593 1.939 -3.859
N -1.501 0.041 -3.826
C -1.974 0.081 -2.634
N -1.361 0.540 -1.478
C -2.354 0.830 -0.524
N -2.317 1.550 0.524
C -1.275 2.410 0.877
C -1.529 3.283 1.938
C -0.577 4.216 2.286
C 0.615 4.268 1.572
C 0.797 3.352 0.558
N -0.116 2.439 0.214
C -3.608 0.220 -1.024
C -4.869 0.175 -0.461
C -5.879 -0.416 -1.210
C -5.635 -0.904 -2.495
C -4.376 -0.806 -3.073
C -3.371 -0.251 -2.303
H 2.596 2.794 -5.533
H 0.958 1.787 -7.151
H -0.953 0.460 -6.244
H 2.294 2.320 -3.124
H -2.472 3.203 2.458
H -0.755 4.899 3.107
H 1.387 4.986 1.811
H 1.730 3.328 0.000
H -5.049 0.573 0.529
H -6.875 -0.496 -0.794
H -6.445 -1.354 -3.053
H -4.177 -1.158 -4.076
C 1.039 -0.843 5.178
C 2.288 -1.633 4.795
C 2.068 -2.730 3.760
Sb 1.832 -2.149 1.688
C 3.762 -1.212 1.619
C 3.785 0.123 1.211
C 4.965 0.856 1.200
C 6.150 0.255 1.596
C 6.143 -1.068 2.018
C 4.958 -1.792 2.038
C 2.160 -4.133 0.949
C 3.387 -4.784 0.840
C 3.467 -6.051 0.278
C 2.320 -6.691 -0.173
C 1.089 -6.065 -0.046
C 1.014 -4.795 0.510
Sb 0.445 0.702 3.787
C 1.801 2.170 4.565
C 1.947 2.502 5.911
C 2.907 3.419 6.318
C 3.750 4.007 5.385
C 3.633 3.672 4.045
C 2.662 2.763 3.642
C -1.415 1.074 4.786
C -2.569 0.724 4.086
C -3.823 0.844 4.672
C -3.940 1.324 5.967
C -2.799 1.671 6.677
C -1.546 1.540 6.093
H 1.212 -0.315 6.118
H 0.182 -1.503 5.332
H 2.671 -2.121 5.698
H 3.088 -0.958 4.470
H 1.222 -3.367 4.027
H 2.949 -3.374 3.715
H 2.859 0.610 0.913
H 4.958 1.894 0.892
H 7.075 0.817 1.589
H 7.063 -1.537 2.342
H 4.981 -2.808 2.410
H 4.302 -4.307 1.165
H 4.429 -6.540 0.192
H 2.387 -7.676 -0.617
H 0.186 -6.555 -0.389
H 0.047 -4.317 0.583
H 1.326 2.038 6.666
H 3.002 3.668 7.367
H 4.502 4.716 5.705
H 4.298 4.115 3.315
H 2.581 2.508 2.591
H -2.498 0.353 3.069
H -4.709 0.563 4.114
H -4.915 1.425 6.425
H -2.883 2.038 7.692
H -0.674 1.805 6.676
C -2.280 -5.041 -4.175
C -1.901 -4.125 -3.042
C -2.654 -4.088 -1.876
C -2.271 -3.275 -0.815
C -3.064 -3.249 0.464
C -1.128 -2.503 -0.949
C -0.356 -2.491 -2.120
C -0.765 -3.327 -3.158
N 0.784 -1.660 -2.156
C 2.059 -2.093 -2.778
C 2.142 -1.860 -4.302
C 3.510 -2.302 -4.838
C 4.614 -1.469 -4.182
C 4.568 -1.681 -2.667
C 4.801 -3.158 -2.341
C 3.704 -3.994 -3.005
C 3.730 -3.784 -4.521
C 2.345 -3.564 -2.447
C 3.188 -1.262 -2.146
H -3.317 -5.367 -4.092
H -1.650 -5.933 -4.173
H -2.151 -4.551 -5.140
H -3.537 -4.711 -1.785
H -3.526 -4.216 0.662
H -3.863 -2.509 0.404
H -2.436 -2.987 1.318
H -0.778 -1.951 -0.079
H -0.214 -3.374 -4.084
H 1.995 -0.796 -4.509
H 1.358 -2.397 -4.832
H 3.530 -2.153 -5.921
H 4.476 -0.408 -4.419
H 5.591 -1.765 -4.571
H 5.325 -1.066 -2.174
H 4.780 -3.307 -1.257
H 5.788 -3.466 -2.697
H 3.856 -5.052 -2.779
H 2.948 -4.387 -4.993
H 4.687 -4.117 -4.932
H 2.337 -3.676 -1.361
H 1.557 -4.211 -2.837
H 3.065 -0.194 -2.396
H 3.163 -1.371 -1.052
*
```

=====

Record 2
The following is a quantum chemistry calculation of a cluster of 9 separate species, C63H70BBrF8N3O2S in total, from OMol25.

```
! wB97M-V def2-TZVPD RIJCOSX def2/J DEFGRID3
* xyz -1 1
C -3.361 2.300 4.263
C -4.116 0.977 3.849
C -3.180 -0.300 3.713
Br -1.238 0.176 3.968
B -3.439 -1.107 2.312
C -4.861 -1.974 2.187
C -5.098 -2.903 3.430
C -5.770 -2.344 4.749
N -4.761 -4.157 3.437
O -2.429 -2.154 1.990
C -1.699 -1.672 0.883
C -0.800 -2.677 0.072
C 0.728 -2.252 0.186
C 1.351 -2.550 1.612
S 2.040 -1.017 2.434
C -2.634 -0.633 0.081
C -1.614 0.344 -0.638
N -1.201 -0.133 -1.982
N -3.713 -1.194 -0.770
C -4.605 -0.335 -1.135
C -4.406 0.719 -2.308
C -6.031 -0.285 -0.468
O -3.323 -0.094 1.214
H -2.849 2.229 5.252
H -4.153 3.102 4.348
H -2.678 2.656 3.447
H -4.871 0.745 4.653
H -4.707 1.204 2.927
H -3.407 -1.009 4.557
H -4.796 -2.652 1.300
H -5.762 -1.297 2.149
H -6.843 -2.627 4.851
H -5.155 -2.640 5.641
H -5.700 -1.220 4.710
H -5.020 -4.529 4.364
H -0.944 -0.989 1.372
H -0.861 -3.694 0.554
H -1.038 -2.743 -1.017
H 1.280 -2.879 -0.563
H 0.819 -1.155 -0.003
H 0.671 -3.091 2.311
H 2.250 -3.201 1.437
H 1.985 0.032 1.547
H -0.703 0.573 -0.037
H -2.168 1.326 -0.752
H -0.190 -0.261 -1.920
H -1.625 -1.025 -2.226
H -3.740 0.330 -3.107
H -5.425 0.859 -2.762
H -4.095 1.707 -1.888
H -6.490 -1.294 -0.361
H -5.988 0.212 0.533
H -6.719 0.348 -1.100
F -2.694 -2.062 -3.719
C -2.396 -1.646 -4.962
C -2.439 -2.554 -6.007
C -2.136 -2.124 -7.294
C -1.784 -0.798 -7.519
C -1.740 0.102 -6.460
C -2.053 -0.321 -5.173
H -2.708 -3.584 -5.811
H -2.174 -2.824 -8.120
H -1.544 -0.465 -8.522
H -1.462 1.135 -6.636
H -2.031 0.368 -4.338
F -1.562 1.976 -10.383
C -0.236 1.976 -10.159
C 0.294 2.840 -9.217
C 1.664 2.835 -8.983
C 2.489 1.974 -9.699
C 1.944 1.114 -10.646
C 0.573 1.110 -10.875
H -0.363 3.509 -8.675
H 2.088 3.502 -8.242
H 3.555 1.974 -9.519
H 2.587 0.447 -11.207
H 0.131 0.440 -11.602
F 3.976 -4.777 2.565
C 4.037 -4.788 3.907
C 4.381 -5.959 4.559
C 4.450 -5.972 5.946
C 4.165 -4.816 6.666
C 3.816 -3.646 5.998
C 3.757 -3.629 4.611
H 4.591 -6.852 3.982
H 4.725 -6.882 6.466
H 4.215 -4.828 7.748
H 3.591 -2.748 6.559
H 3.495 -2.724 4.075
F -3.063 4.901 6.126
C -2.115 5.712 5.626
C -1.102 5.173 4.851
C -0.126 6.013 4.330
C -0.167 7.377 4.599
C -1.187 7.904 5.383
C -2.171 7.068 5.896
H -1.082 4.107 4.659
H 0.667 5.604 3.716
H 0.598 8.031 4.195
H -1.216 8.966 5.595
H -2.979 7.462 6.502
F 1.683 4.413 1.212
C 0.742 4.792 0.328
C 0.948 5.929 -0.435
C -0.021 6.317 -1.352
C -1.188 5.571 -1.487
C -1.384 4.434 -0.711
C -0.411 4.038 0.198
H 1.859 6.501 -0.310
H 0.132 7.201 -1.960
H -1.945 5.878 -2.199
H -2.294 3.856 -0.813
H -0.543 3.150 0.805
F -4.525 1.673 12.221
C -4.239 2.066 10.964
C -4.300 1.144 9.934
C -4.011 1.552 8.637
C -3.654 2.873 8.388
C -3.592 3.788 9.433
C -3.891 3.385 10.729
H -4.572 0.118 10.149
H -4.062 0.841 7.821
H -3.425 3.188 7.380
H -3.309 4.816 9.238
H -3.856 4.086 11.554
F 5.349 1.165 -9.603
C 6.385 1.299 -10.451
C 6.787 0.211 -11.207
C 7.853 0.352 -12.086
C 8.510 1.573 -12.192
C 8.099 2.656 -11.423
C 7.026 2.521 -10.550
H 6.267 -0.734 -11.105
H 8.171 -0.490 -12.689
H 9.344 1.680 -12.875
H 8.614 3.605 -11.502
H 6.686 3.355 -9.949
F 6.947 -8.637 4.325
C 7.248 -8.244 3.074
C 7.180 -9.161 2.040
C 7.485 -8.752 0.748
C 7.865 -7.436 0.507
C 7.933 -6.526 1.556
C 7.618 -6.930 2.847
H 6.890 -10.184 2.249
H 7.428 -9.460 -0.070
H 8.107 -7.120 -0.501
H 8.232 -5.502 1.368
H 7.657 -6.233 3.674
*
```

=====

Record 3
The following is a quantum chemistry calculation of a cluster of 13 separate species, C63H75N13O21 in total, from OMol25.

Properties
ΔE to the lowest compared entry with this formula, charge and spin, eV: 0.000

```
! wB97M-V def2-TZVPD RIJCOSX def2/J DEFGRID3
* xyz 0 1
C -11.848 -16.329 22.916
C -12.677 -17.332 22.388
C -13.044 -17.224 21.052
C -12.652 -16.146 20.277
C -11.807 -15.203 20.809
C -11.432 -15.273 22.130
N -13.149 -16.072 18.903
O -12.600 -15.278 18.127
O -14.119 -16.740 18.604
H -11.546 -16.368 23.961
H -12.967 -18.236 22.917
H -13.691 -17.908 20.511
H -11.450 -14.365 20.215
H -10.717 -14.563 22.539
C -2.228 -16.104 16.335
C -3.134 -17.156 16.498
C -4.360 -17.120 15.876
C -4.641 -16.027 15.057
C -3.754 -14.992 14.853
C -2.505 -15.059 15.478
N -5.988 -15.948 14.383
O -6.134 -15.096 13.525
O -6.871 -16.727 14.734
H -1.276 -16.134 16.856
H -2.845 -17.998 17.115
H -5.091 -17.909 15.997
H -3.931 -14.169 14.184
H -1.799 -14.244 15.499
C -9.423 -9.389 17.177
C -9.138 -9.497 15.817
C -8.269 -10.514 15.410
C -7.655 -11.304 16.386
C -7.968 -11.163 17.713
C -8.844 -10.215 18.124
N -6.702 -12.379 15.999
O -6.258 -12.413 14.880
O -6.379 -13.189 16.843
H -10.209 -8.690 17.446
H -9.626 -8.937 15.041
H -8.138 -10.675 14.343
H -7.569 -11.901 18.417
H -9.147 -10.118 19.162
C -10.558 -13.761 15.497
C -9.448 -14.225 14.798
C -9.126 -13.731 13.537
C -9.955 -12.776 12.991
C -11.116 -12.306 13.630
C -11.417 -12.822 14.882
N -9.682 -12.183 11.670
O -10.380 -11.301 11.208
O -8.667 -12.585 11.126
H -10.840 -14.187 16.455
H -8.878 -15.056 15.183
H -8.354 -14.216 12.943
H -11.880 -11.692 13.149
H -12.346 -12.625 15.386
C -3.964 -8.495 20.047
C -4.841 -7.642 20.694
C -5.976 -8.163 21.345
C -6.165 -9.544 21.268
C -5.366 -10.382 20.488
C -4.257 -9.846 19.873
N -7.355 -10.133 21.950
O -8.164 -9.407 22.467
O -7.486 -11.359 21.921
H -3.136 -8.081 19.490
H -4.592 -6.586 20.777
H -6.618 -7.498 21.931
H -5.606 -11.435 20.446
H -3.578 -10.473 19.311
C -7.063 -15.238 24.079
C -8.030 -16.075 24.641
C -9.085 -15.536 25.320
C -9.200 -14.155 25.392
C -8.308 -13.243 24.793
C -7.191 -13.840 24.145
N -10.346 -13.650 26.196
O -11.054 -14.488 26.742
O -10.480 -12.452 26.330
H -6.239 -15.638 23.526
H -7.943 -17.152 24.648
H -9.875 -16.135 25.719
H -8.480 -12.157 24.824
H -6.506 -13.156 23.654
C -4.798 -15.918 20.196
C -5.521 -16.530 19.193
C -6.695 -15.987 18.749
C -7.270 -14.950 19.445
C -6.589 -14.375 20.505
C -5.340 -14.885 20.931
N -8.576 -14.378 19.085
O -9.081 -13.517 19.794
O -9.166 -14.854 18.147
H -3.818 -16.255 20.483
H -5.049 -17.373 18.686
H -7.222 -16.478 17.935
H -7.053 -13.565 21.059
H -4.762 -14.403 21.737
C -7.137 -24.107 19.383
C -7.837 -23.135 20.094
C -7.613 -21.833 19.746
C -6.751 -21.494 18.737
C -6.101 -22.467 18.069
C -6.281 -23.804 18.337
N -6.485 -20.085 18.415
O -7.304 -19.279 18.803
O -5.461 -19.772 17.845
H -7.412 -25.143 19.571
H -8.605 -23.371 20.822
H -8.240 -21.062 20.168
H -5.486 -22.190 17.212
H -5.894 -24.570 17.681
C -3.457 -13.572 18.420
C -2.783 -12.444 17.636
O -1.689 -12.016 18.020
N -3.352 -11.969 16.476
C -2.766 -10.936 15.640
H -4.112 -14.169 17.790
H -4.032 -13.242 19.284
H -2.635 -14.201 18.744
H -4.289 -12.345 16.300
H -3.559 -10.436 15.078
H -2.037 -11.383 14.967
H -2.235 -10.205 16.248
C -2.195 -12.264 22.073
C -3.017 -12.304 23.324
O -4.246 -12.468 23.296
N -2.408 -12.210 24.543
C -3.186 -12.130 25.746
H -2.667 -12.790 21.237
H -1.166 -12.589 22.321
H -2.091 -11.207 21.808
H -1.445 -12.018 24.650
H -3.597 -11.135 25.869
H -2.590 -12.362 26.633
H -4.009 -12.843 25.730
C -11.984 -11.850 18.348
C -12.092 -10.999 19.620
O -12.906 -10.083 19.728
N -11.320 -11.389 20.638
C -11.371 -10.649 21.891
H -11.080 -12.464 18.288
H -11.950 -11.160 17.515
H -12.853 -12.512 18.288
H -10.503 -11.954 20.452
H -10.981 -11.239 22.715
H -12.418 -10.370 22.077
H -10.848 -9.693 21.824
C -10.516 -17.669 16.339
C -11.010 -19.060 16.434
O -11.964 -19.422 17.063
N -10.242 -19.978 15.813
C -9.080 -19.744 15.015
H -9.483 -17.588 16.018
H -10.599 -17.186 17.322
H -11.179 -17.107 15.672
H -10.541 -20.943 15.901
H -8.268 -19.288 15.579
H -9.342 -19.161 14.134
H -8.657 -20.676 14.667
C -2.741 -18.932 20.451
C -1.503 -18.668 19.631
O -1.150 -17.529 19.326
N -0.811 -19.742 19.169
C 0.389 -19.530 18.338
H -3.614 -18.698 19.850
H -2.697 -18.279 21.323
H -2.800 -19.963 20.794
H -0.967 -20.690 19.460
H 0.346 -18.527 17.852
H 0.493 -20.302 17.564
H 1.288 -19.498 18.968
*
```

=====

no.,F_max (eV/A),E (a.u.),lowest unoccupied orbital energy (eV)
1,0.532,-3461.37246,-3.40
2,2.814,-6553.33426,1.70
3,2.986,-4736.89358,-1.06